Record 1
Formula: C22H16Cl2IrN4O2S2
Source: the OMol25 dataset
Level of theory: ωB97M-V/def2-TZVPD

**Energy above the lowest of the compared OMol25 structures with the same formula, charge and spin**: 0.0 kJ/mol
**LUMO energy (spin up / spin down)**: -0.4 / -1.9 eV
**HOMO-LUMO gap (spin up / spin down)**: 0.2521 / 0.2000 Eh
**Expectation value of S²**: 0.761

Structure (ORCA input):
```
! RIJCOSX wB97M-V def2-TZVPD def2/J DEFGRID3
* xyz 0 2
Ir 0.111 -0.240 0.028
Cl 3.090 5.824 1.168
C 2.110 4.413 1.382
C 2.300 3.340 0.516
C 1.520 2.210 0.656
N 1.669 1.022 -0.091
C 2.870 0.550 -0.475
O 3.899 1.158 -0.711
C 2.885 -0.973 -0.372
C 4.024 -1.696 -0.666
C 4.019 -3.067 -0.473
C 2.870 -3.673 0.013
C 1.766 -2.889 0.288
N 1.776 -1.568 0.108
C 0.565 2.125 1.698
C 0.389 3.197 2.555
C 1.161 4.343 2.387
Cl 0.905 5.669 3.470
N -0.142 0.913 1.742
C -1.214 0.650 2.498
O -1.660 1.288 3.446
C -1.924 -0.612 2.060
C -2.998 -1.079 2.797
C -3.615 -2.257 2.420
C -3.135 -2.943 1.315
C -2.070 -2.414 0.614
N -1.487 -1.264 0.970
H 3.050 3.392 -0.257
H 4.884 -1.153 -1.032
H 4.896 -3.658 -0.699
H 2.820 -4.740 0.180
H 0.843 -3.310 0.665
H -0.336 3.144 3.352
H -3.304 -0.497 3.654
H -4.456 -2.640 2.982
H -3.579 -3.872 0.987
H -1.679 -2.886 -0.278
C -1.477 -0.747 -4.304
C -1.185 -0.309 -2.892
S -0.077 -1.273 -2.038
C -1.803 0.776 -2.308
C -2.836 1.601 -3.026
S -1.466 1.267 -0.714
H -0.808 -1.552 -4.600
H -1.343 0.078 -5.005
H -2.505 -1.104 -4.403
H -2.932 1.311 -4.069
H -2.579 2.660 -2.984
H -3.812 1.488 -2.550
*
```


Record 2
Formula: C18H21BiIN7O8
Source: the OMol25 dataset
Level of theory: ωB97M-V/def2-TZVPD

**LUMO energy (spin up / spin down)**: 3.2 / 3.2 eV
**HOMO-LUMO gap (spin up / spin down)**: 0.0783 / 0.0932 Eh

Structure (ORCA input):
```
! RIJCOSX wB97M-V def2-TZVPD def2/J DEFGRID3
* xyz -2 1
C -1.267 -5.463 -5.714
I -2.563 -3.916 -5.058
H -0.516 -5.592 -4.928
H -0.807 -5.144 -6.655
H -1.852 -6.378 -5.854
C -3.362 -1.656 2.307
C -2.725 -2.842 2.319
N -1.746 -2.790 1.341
C -1.768 -1.576 0.693
N -2.782 -0.884 1.312
H -4.157 -1.274 2.916
H -2.848 -3.712 2.934
C 2.943 1.632 -2.974
C 1.458 0.210 -2.010
N 1.785 1.530 -2.217
H 4.179 0.010 -3.826
N 2.428 -0.486 -2.686
H 3.371 2.585 -3.216
Bi 0.167 -0.822 -0.344
C -1.628 -1.068 -2.604
O -2.441 -0.778 -3.356
C 3.339 0.383 -3.272
C 2.563 -1.929 -2.771
H 3.431 -2.279 -2.189
H 2.719 -2.230 -3.818
H 1.662 -2.437 -2.398
C 1.100 2.712 -1.732
H 1.126 3.485 -2.516
H 1.620 3.120 -0.848
H 0.064 2.500 -1.449
C -3.272 0.454 1.031
H -4.369 0.423 0.937
H -2.829 0.864 0.117
H -3.033 1.124 1.873
C -0.793 -3.862 1.126
H -0.249 -3.719 0.182
H -1.320 -4.827 1.084
H -0.059 -3.910 1.948
O 0.891 5.453 5.093
N 1.485 4.365 4.935
O 2.425 3.987 5.667
C 1.071 3.504 3.852
C 0.038 3.918 3.001
C -0.319 3.126 1.915
C 0.257 1.828 1.722
O -0.230 1.067 0.797
C 1.329 1.432 2.608
C 1.724 2.275 3.651
N 2.041 0.189 2.456
O 2.961 -0.067 3.240
O 1.738 -0.653 1.507
N -1.385 3.610 1.034
O -2.069 4.569 1.457
O -1.579 3.104 -0.094
H -0.481 4.855 3.167
H 2.536 1.979 4.305
*
```


Record 3
Formula: C23H67ClN5O12
Source: the OMol25 dataset
Level of theory: ωB97M-V/def2-TZVPD

**Energy above the lowest of the compared OMol25 structures with the same formula, charge and spin**: 11.6 kJ/mol
**LUMO energy**: 2.6 eV
**HOMO-LUMO gap**: 0.3502 Eh

Structure (ORCA input):
```
! RIJCOSX wB97M-V def2-TZVPD def2/J DEFGRID3
* xyz -1 1
Cl 0.230 0.451 0.617
O 1.079 1.596 0.331
O -0.642 -0.047 -0.435
O 1.038 -0.658 1.023
O -0.522 0.876 1.738
C 4.474 -0.315 1.526
O 3.880 0.939 1.807
H 5.429 -0.389 2.046
H 3.795 -1.140 1.739
H 4.677 -0.393 0.458
H 3.071 1.126 1.325
C 3.045 -0.543 -2.339
O 1.882 0.146 -2.774
H 3.969 -0.224 -2.823
H 3.069 -0.448 -1.254
H 2.955 -1.589 -2.629
H 1.550 0.612 -2.004
C 0.352 -3.843 -1.242
O -0.290 -3.194 -0.193
H -0.253 -3.747 -2.144
H 1.350 -3.455 -1.449
H 0.533 -4.895 -1.022
H -0.560 -2.286 -0.347
C -3.884 5.175 1.809
C -3.070 4.056 1.120
C -2.035 4.599 0.142
O -2.682 5.411 -0.882
C -1.864 5.703 -2.034
N -2.368 3.389 2.203
H -3.325 5.740 2.554
H -4.706 4.753 2.388
H -4.211 5.901 1.064
H -3.679 3.402 0.495
H -1.412 3.801 -0.262
H -1.408 5.297 0.697
H -1.429 4.763 -2.372
H -1.061 6.402 -1.799
H -2.355 6.248 -2.840
H -1.693 2.696 1.913
H -1.798 4.098 2.642
C -1.474 -0.755 -4.119
C -1.343 0.664 -4.745
C -1.699 1.702 -3.637
O -3.157 1.605 -3.481
C -3.752 2.429 -2.468
N 0.060 0.705 -5.080
H -1.248 -1.518 -4.864
H -2.518 -0.853 -3.824
H -0.826 -0.876 -3.251
H -2.014 0.703 -5.603
H -1.442 2.726 -3.909
H -1.296 1.453 -2.655
H -4.837 2.446 -2.578
H -3.551 3.498 -2.404
H -3.504 2.000 -1.497
H 0.503 0.532 -4.189
H 0.290 1.656 -5.331
C 1.320 3.860 -3.661
C 2.906 3.839 -3.574
C 3.284 3.428 -2.107
O 4.707 3.566 -1.889
C 5.323 2.643 -0.956
N 3.330 2.741 -4.427
H 1.054 2.845 -3.366
H 1.016 4.197 -4.652
H 0.796 4.476 -2.931
H 3.346 4.815 -3.779
H 2.827 2.461 -1.897
H 2.868 4.107 -1.363
H 4.555 2.347 -0.242
H 6.211 3.040 -0.462
H 5.611 1.831 -1.623
H 2.847 1.943 -4.040
H 4.286 2.499 -4.209
C 1.129 -3.436 3.328
C 2.174 -4.419 2.949
C 1.908 -5.951 3.210
O 1.555 -6.217 4.562
C 2.618 -6.068 5.502
N 2.361 -4.146 1.561
H 1.477 -2.406 3.399
H 0.785 -3.751 4.313
H 0.197 -3.473 2.764
H 3.157 -4.324 3.410
H 2.847 -6.463 2.998
H 1.128 -6.328 2.547
H 3.358 -6.859 5.382
H 2.074 -6.099 6.446
H 3.007 -5.059 5.369
H 1.472 -4.351 1.128
H 2.316 -3.140 1.481
C -2.806 -4.875 2.172
C -3.000 -3.688 3.174
C -3.729 -2.487 2.529
O -3.718 -1.507 3.586
C -4.085 -0.242 3.033
N -3.699 -4.171 4.440
H -2.678 -5.848 2.645
H -1.858 -4.681 1.670
H -3.696 -5.090 1.581
H -1.995 -3.338 3.413
H -4.749 -2.731 2.234
H -3.211 -2.125 1.641
H -5.043 -0.337 2.522
H -3.225 -0.101 2.378
H -4.086 0.590 3.737
H -3.103 -4.921 4.761
H -4.495 -4.726 4.158
*
```


| no. | E (Ha) |
| --- | --- |
| 1 | -3038.6788 |
| 2 | -2195.5598 |
| 3 | -2552.9699 |